The following is a quantum chemistry calculation of a molecular structure, C24H21BClCsN10O6 at a distorted geometry, from the Open Molecules 2025 dataset.

Computed properties:
total charge: -1
relative energy (zero: lowest compared OMol25 entry of this formula, charge and spin): 1.942 eV
spin multiplicity: 2
HOMO-LUMO gap (spin up / spin down): 4.7 / 4.7 eV
LUMO (spin up / spin down): 1.73 / 1.73 eV
energy: -2431.428939 Ha

Each line ends with the Mulliken spin population.
Positions of all 64 atoms, in Å:
1 Cs 0.2537 -1.1734 -0.8646  0.02
2 C -3.5265 -2.0569 -0.9457  0.01
3 C -2.6914 -2.8265 -0.1128  0.00
4 N -2.2951 -2.1303 0.9373  0.00
5 N -2.8281 -0.8952 0.7984  0.00
6 C -3.6004 -0.8369 -0.3140  0.00
7 B -2.6125 0.1338 1.9240  -0.01
8 N -2.6686 1.5564 1.3780  0.00
9 C -3.0029 2.6849 2.0534  0.00
10 C -2.7858 3.7478 1.2109  0.00
11 C -2.2912 3.1620 0.0293  0.00
12 N -2.2275 1.8463 0.1329  0.00
13 N -1.1886 -0.1730 2.5842  0.00
14 C -0.9757 -1.3451 3.1847  0.00
15 C 0.3808 -1.6256 3.2523  0.00
16 C 0.9983 -0.5479 2.6652  0.00
17 N 0.0530 0.3284 2.2785  0.00
18 N -3.6373 -0.1142 3.0319  0.00
19 C -4.6070 -1.0599 3.0554  0.00
20 C -5.2189 -1.0002 4.2832  0.00
21 C -4.5520 0.0452 4.9497  0.00
22 N -3.5952 0.5646 4.1997  0.00
23 H -3.9822 -2.3573 -1.8729  0.00
24 H -2.2956 -3.8197 -0.2598  0.00
25 H -4.1099 0.0707 -0.5872  0.00
26 H -3.3632 2.6289 3.0666  0.00
27 H -2.9564 4.7905 1.4167  0.00
28 H -1.9851 3.6408 -0.8874  0.00
29 H -1.8145 -1.9416 3.4947  0.00
30 H 0.8522 -2.5104 3.6381  0.00
31 H 2.0428 -0.3564 2.4670  0.00
32 H -4.7773 -1.7091 2.2129  0.00
33 H -6.0270 -1.6126 4.6432  0.00
34 H -4.7205 0.4287 5.9439  0.00
35 O 6.1778 -4.2054 -1.2478  0.00
36 C 5.0293 -3.7473 -1.0058  0.00
37 C 3.7287 -4.3492 -1.4235  0.00
38 O 3.5733 -5.3644 -2.0841  0.00
39 C 2.5825 -3.4601 -0.9348  0.00
40 C 3.1772 -2.4093 -0.1615  0.00
41 O 2.5765 -1.4970 0.4970  0.00
42 C 4.6940 -2.4974 -0.3021  0.00
43 O 5.4493 -1.6003 0.0746  0.00
44 O 1.3666 -3.6612 -1.2220  0.00
45 C 4.5816 3.3471 -4.9093  0.00
46 C 3.5489 2.5760 -4.1357  0.00
47 C 2.1946 2.6650 -4.4356  0.00
48 C 1.2853 1.9325 -3.6900  0.00
49 N 1.6348 1.1355 -2.6837  -0.01
50 C 2.9351 1.0531 -2.3915  0.00
51 C 3.9143 1.7453 -3.0843  0.00
52 H 4.1376 3.8596 -5.7615  0.00
53 H 5.3661 2.6826 -5.2724  0.00
54 H 5.0564 4.0921 -4.2685  0.00
55 H 1.8496 3.2943 -5.2469  0.00
56 H 0.2240 1.9856 -3.9124  0.00
57 H 3.2129 0.4039 -1.5655  0.00
58 H 4.9526 1.6228 -2.8028  0.00
59 Cl 1.1079 1.9114 0.3401  0.00
60 C 0.3297 1.7001 1.9319  0.00
61 H -0.5705 2.2987 1.9506  0.00
62 H 1.0556 2.1027 2.6319  0.00
63 O 0.8367 -1.6842 -3.8074  0.28
64 N -0.2531 -1.4691 -4.0648  0.70

The following is a quantum chemistry calculation of a molecular structure, C24H21BClCsN10O6 at a distorted geometry, from the Open Molecules 2025 dataset.

Computed properties:
total charge: -1
relative energy (zero: lowest compared OMol25 entry of this formula, charge and spin): 3.444 eV
spin multiplicity: 2
HOMO-LUMO gap (spin up / spin down): 4.8 / 4.8 eV
LUMO (spin up / spin down): 1.13 / 1.13 eV
energy: -2431.373729 Ha

Each line ends with the Mulliken spin population.
Positions of all 64 atoms, in Å:
1 Cs 0.5604 -0.9089 1.3151  0.02
2 C 3.5118 -1.6301 -2.1814  0.00
3 C 3.3507 -1.5452 -0.7863  0.00
4 N 2.7587 -0.4158 -0.4420  0.00
5 N 2.5157 0.2520 -1.5883  0.00
6 C 2.9672 -0.4617 -2.6529  0.00
7 B 1.6413 1.5012 -1.6232  0.00
8 N 1.7112 2.3927 -0.3985  0.00
9 C 2.0654 3.6998 -0.3310  0.00
10 C 1.9251 4.1054 0.9755  0.00
11 C 1.4542 2.9599 1.6415  0.00
12 N 1.3244 1.9458 0.8075  0.00
13 N 0.1211 0.9812 -1.7685  0.00
14 C -0.2805 0.0394 -2.5451  0.00
15 C -1.7209 -0.2258 -2.3200  0.00
16 C -1.9549 0.7639 -1.2285  0.00
17 N -0.9255 1.4665 -0.9498  0.00
18 N 1.9606 2.2827 -2.8990  0.00
19 C 3.1844 2.7197 -3.2777  0.00
20 C 3.0340 3.4214 -4.4494  0.00
21 C 1.6518 3.3616 -4.7075  0.00
22 N 1.0152 2.6733 -3.7751  0.00
23 H 3.9576 -2.4262 -2.7512  0.00
24 H 3.6395 -2.2539 -0.0241  0.00
25 H 2.8797 -0.0796 -3.6577  0.00
26 H 2.3869 4.2397 -1.2054  0.00
27 H 2.1316 5.0791 1.3839  0.00
28 H 1.2128 2.8293 2.6853  0.00
29 H 0.3861 -0.4561 -3.2348  0.00
30 H -2.3014 0.0751 -3.2038  0.00
31 H -2.8847 0.9071 -0.6998  0.00
32 H 4.0596 2.4904 -2.6916  0.00
33 H 3.8028 3.9000 -5.0303  0.00
34 H 1.1005 3.7808 -5.5339  0.00
35 O 1.9799 -6.9669 -0.0731  0.00
36 C 1.6272 -5.8693 0.3018  0.00
37 C 0.6356 -4.9640 -0.3740  0.00
38 O 0.2011 -5.0825 -1.5113  0.00
39 C 0.3242 -3.8574 0.5548  0.02
40 C 1.2391 -3.9470 1.6509  0.00
41 O 1.4379 -3.1072 2.6059  -0.01
42 C 2.0939 -5.1321 1.5329  0.00
43 O 3.0221 -5.4480 2.2569  0.00
44 O -0.5350 -2.9598 0.2944  0.01
45 C -5.3243 1.3892 4.9411  0.00
46 C -4.3012 0.9821 3.9206  0.00
47 C -4.2771 -0.2959 3.3774  0.00
48 C -3.2967 -0.6223 2.4508  0.01
49 N -2.3656 0.2344 2.0473  0.00
50 C -2.3797 1.4592 2.5683  0.00
51 C -3.3213 1.8753 3.4942  0.00
52 H -6.0427 0.5909 5.1202  0.00
53 H -5.8686 2.2761 4.6134  0.00
54 H -4.8418 1.6321 5.8892  0.00
55 H -5.0050 -1.0388 3.6775  0.00
56 H -3.2435 -1.6188 2.0245  -0.01
57 H -1.5930 2.1287 2.2325  0.00
58 H -3.2833 2.8825 3.8916  0.00
59 Cl -3.7720 -1.8515 -1.6463  0.00
60 C -2.0337 -1.6935 -2.0140  0.00
61 H -1.4569 -2.0784 -1.1723  0.00
62 H -1.8286 -2.3160 -2.8810  0.00
63 O 0.1242 -1.5489 3.9764  0.30
64 N -0.1574 -2.5168 3.3974  0.68

The following is a quantum chemistry calculation of 2 unconnected molecules or ions with the total composition C24H21BO9S at a distorted geometry, from the Open Molecules 2025 dataset.

Computed properties:
spin multiplicity: 1
HOMO-LUMO gap: 8.7 eV
LUMO: -1.11 eV
energy: -2027.314952 Ha

Each line ends with the Mulliken charge.
Positions of all 56 atoms, in Å:
1 O 0.2687 -1.6182 2.2964  -0.57
2 C 0.4490 -2.1384 1.1867  0.13
3 C -0.6790 -2.2306 0.0520  -0.28
4 C -0.2217 -1.9839 -1.2699  0.96
5 C -1.2210 -2.0876 -2.5001  -0.90
6 B -2.6954 -1.4507 -2.2448  0.74
7 O -2.8804 -0.0518 -2.5214  -0.56
8 O -3.7440 -2.3267 -1.7964  -0.58
9 C 1.3296 -1.6171 -1.4692  0.05
10 O 1.7364 -0.7183 -2.2159  -0.55
11 C 2.3309 -2.4894 -0.5700  -0.42
12 C 1.8717 -2.7402 0.7481  0.40
13 C 2.7593 -3.6455 1.7418  -0.80
14 C 2.4037 -5.1732 1.3249  -0.53
15 C 3.3319 -6.2495 2.0513  -0.54
16 S 3.2447 -7.8092 1.0050  1.11
17 O 4.3872 -7.9016 0.0443  -0.60
18 O 1.9787 -7.7313 0.1756  -0.62
19 O 3.0640 -9.1621 1.9802  -0.45
20 H -1.7502 -2.4760 0.3064  0.05
21 H -0.7225 -1.6785 -3.4339  0.24
22 H -1.3827 -3.2119 -2.6905  0.27
23 H -2.0375 0.3918 -2.2609  0.31
24 H -3.4497 -2.7848 -0.9835  0.31
25 H 3.3074 -2.9019 -0.9605  0.38
26 H 3.8529 -3.4166 1.5588  0.40
27 H 2.4195 -3.4392 2.8145  0.32
28 H 2.6376 -5.2440 0.2027  0.37
29 H 1.2897 -5.3583 1.4611  0.32
30 H 4.3967 -5.8883 2.1963  0.39
31 H 2.8336 -6.5370 3.0447  0.31
32 H 2.1192 -9.1115 2.2650  0.37
33 O -1.6850 7.6339 0.3979  -0.69
34 C -1.5144 6.4474 0.1808  0.49
35 C -0.3953 5.9927 -0.6771  0.38
36 C 0.4807 6.9313 -1.2219  -0.61
37 C 1.5560 6.5106 -1.9953  -0.42
38 C 1.7617 5.1524 -2.2263  -0.56
39 C 0.8810 4.2154 -1.6995  -0.60
40 C -0.2033 4.6338 -0.9286  0.08
41 C -1.1460 3.6292 -0.3868  0.62
42 O -1.0089 2.4472 -0.6518  -0.66
43 C -2.2524 4.0810 0.4867  0.12
44 C -3.1261 3.1405 1.0326  -0.60
45 C -4.1476 3.5514 1.8803  -0.52
46 C -4.3001 4.9017 2.1862  -0.45
47 C -3.4400 5.8431 1.6326  -0.60
48 C -2.4168 5.4356 0.7769  0.33
49 H 0.3286 7.9899 -1.0409  0.46
50 H 2.2389 7.2418 -2.4146  0.39
51 H 2.6085 4.8243 -2.8196  0.41
52 H 1.0432 3.1591 -1.8869  0.62
53 H -3.0092 2.0870 0.8016  0.55
54 H -4.8237 2.8181 2.3070  0.40
55 H -5.0920 5.2205 2.8557  0.39
56 H -3.5663 6.8935 1.8725  0.47

The following is a quantum chemistry calculation of a molecular structure, C24H21BrCl2InNO9 at a distorted geometry, from the Open Molecules 2025 dataset.

Computed properties:
total charge: -2
relative energy (zero: lowest compared OMol25 entry of this formula, charge and spin): 0.180 eV
spin multiplicity: 1
HOMO-LUMO gap: 6.1 eV
LUMO: 4.28 eV
energy: -5343.772916 Ha

Each line ends with the Mulliken charge.
Positions of all 59 atoms, in Å:
1 In -9.5785 -6.5363 -13.7719  1.92
2 O -10.9127 -4.4570 -10.3342  -0.76
3 C -10.2917 -5.2522 -10.9832  -0.04
4 O -10.7711 -5.6116 -12.1530  -0.73
5 C -8.9743 -5.9371 -10.4390  0.15
6 C -9.0963 -7.4741 -10.5783  -0.02
7 C -8.1764 -8.0583 -9.5240  -1.15
8 C -6.7413 -7.7371 -9.9691  -0.92
9 C -6.9652 -7.0205 -11.2793  -0.15
10 O -8.2057 -7.7019 -11.8369  -0.56
11 C -7.5738 -5.6070 -11.0275  -0.09
12 C -7.5172 -4.6578 -12.2559  0.13
13 O -6.8288 -3.6635 -12.1000  -0.82
14 O -8.1695 -4.9246 -13.3294  -0.65
15 H -8.9433 -5.7165 -9.3724  0.63
16 H -10.0835 -7.9564 -10.7324  0.53
17 H -8.2174 -9.1452 -9.5527  0.36
18 H -8.3271 -7.8576 -8.4689  0.42
19 H -6.0896 -8.6198 -10.1415  0.33
20 H -6.2163 -7.1409 -9.2068  0.32
21 H -6.2238 -7.0369 -12.0280  0.91
22 H -7.0050 -5.0527 -10.2627  0.39
23 Cl -3.4643 -5.3948 -13.3777  -0.24
24 C -4.1929 -4.3185 -14.4887  0.63
25 C -3.9095 -2.9796 -14.3051  -0.50
26 C -4.5428 -1.9910 -15.0905  -0.84
27 C -5.6215 -2.2868 -15.9203  -0.36
28 C -5.9173 -3.6084 -16.1639  0.70
29 Cl -6.9925 -4.1448 -17.4333  -0.18
30 C -5.2349 -4.6176 -15.3708  -0.96
31 N -5.4919 -6.0047 -15.6741  0.84
32 C -4.9368 -6.7003 -16.6829  1.30
33 C -3.8278 -6.2460 -17.3334  -0.45
34 C -3.1578 -6.9580 -18.3011  -0.76
35 C -3.4986 -8.2941 -18.4525  -0.65
36 C -4.6945 -8.7428 -17.9340  -0.71
37 C -5.4534 -7.9939 -17.0762  0.48
38 C -6.5974 -8.6980 -16.3754  -1.11
39 C -7.8305 -7.8606 -16.1398  0.35
40 O -8.7956 -7.8726 -16.8852  -0.66
41 O -7.7924 -7.1290 -15.0112  -0.71
42 H -3.1096 -2.7828 -13.5941  0.39
43 H -4.1360 -1.0225 -15.0746  0.40
44 H -6.1673 -1.4867 -16.4342  0.40
45 H -6.4027 -6.2958 -15.2890  -0.12
46 H -3.4530 -5.2737 -17.0601  0.39
47 H -2.2969 -6.4973 -18.9123  0.26
48 H -2.8319 -8.9290 -19.0770  0.28
49 H -5.0135 -9.7824 -18.1132  0.26
50 H -6.1909 -9.0063 -15.3942  0.24
51 H -6.7974 -9.6048 -16.9228  0.45
52 Br -10.9373 -8.7083 -13.8093  -0.67
53 C -10.7608 -4.7527 -17.5870  -0.83
54 O -10.2566 -5.0752 -16.2794  -0.04
55 C -11.0669 -5.7064 -15.4226  0.04
56 O -12.3060 -5.8087 -15.4223  -0.65
57 H -10.1316 -5.3417 -18.2731  0.22
58 H -10.4520 -3.7239 -17.6508  0.29
59 H -11.8539 -4.8853 -17.7225  0.30